1.
ORCA calculation (ωB97M-V/def2-TZVPD) on a molecular structure, CsH4O2 at a distorted geometry.

- max |F| (eV/A) = 2.078

The geometry in ORCA input format:
```
! RIJCOSX wB97M-V def2-TZVPD def2/J DEFGRID3
* xyz 1 1
Cs 16.61 -26.26 -0.22
O 15.01 -27.15 2.06
H 14.92 -26.62 2.87
H 14.12 -27.06 1.64
O 18.46 -24.32 1.17
H 19.07 -23.96 1.80
H 17.66 -23.85 1.22
*
```

***

2.
ORCA calculation (ωB97M-V/def2-TZVPD) on a molecular structure, CsHO at a distorted geometry.

- max |F| (eV/A) = 1.256

The geometry in ORCA input format:
```
! RIJCOSX wB97M-V def2-TZVPD def2/J DEFGRID3
* xyz 0 1
Cs 28.54 -13.06 -1.99
O 28.71 -8.56 -2.21
H 27.87 -8.98 -2.48
*
```

***

We obtain relative energy (zero: lowest compared OMol25 entry of this formula, charge and spin) values of 9.5, 40.3 kcal/mol for the records listed above, in that order.